1.
# C9H14IrN2PS

A structure of composition C9H14IrN2PS (ωB97M-V/def2-TZVPD, OMol25).

Last column: Mulliken charge in e.
Geometry (Å):
1 C 1.910 2.422 -1.602  -0.42
2 C 2.819 3.365 -1.168  -0.19
3 C 3.108 3.603 0.196  -0.26
4 C 2.494 2.949 1.290  -0.21
5 C 1.546 1.956 1.152  -0.50
6 Ir 0.961 0.999 -0.528  0.42
7 P 0.372 -0.143 -2.573  -0.20
8 H 1.728 2.438 -2.690  0.25
9 H 3.312 4.012 -1.904  0.32
10 H 3.821 4.405 0.426  0.34
11 H 1.094 1.628 2.102  0.34
12 H 2.757 3.302 2.295  0.31
13 H 0.760 -1.497 -2.731  0.11
14 H 0.883 0.404 -3.776  0.11
15 H -1.000 -0.246 -2.911  0.16
16 C -2.423 -1.789 2.731  -0.80
17 N -2.177 -2.141 1.334  0.12
18 C -2.879 -3.039 0.620  -0.01
19 C -2.288 -3.154 -0.615  -0.47
20 N -1.222 -2.332 -0.658  0.13
21 C -1.185 -1.691 0.525  -0.02
22 S -0.039 -0.635 1.079  -0.39
23 H -1.526 -2.047 3.338  0.32
24 H -2.631 -0.705 2.821  0.30
25 H -3.284 -2.364 3.134  0.30
26 H -3.734 -3.598 0.981  0.40
27 H -2.592 -3.817 -1.415  0.40
28 H -0.585 -2.285 -1.454  0.12

- expectation value of S² = 8.770
- highest occupied orbital energy (alpha / beta) (eV) = -7.800 / -12.182
- net charge = +1
- E_LUMO (alpha / beta) (hartree) = -0.0869 / -0.2327
- spin multiplicity = 6
- gap between HOMO and LUMO (alpha / beta) (eV) = 5.435 / 5.850


2.
# C9H14N

The ion C9H14N with charge +1 (ωB97M-V/def2-TZVPD, OMol25).

Last column: Mulliken charge in e.
Geometry (Å):
1 C 1.467 0.592 0.947  -0.47
2 C 1.153 1.678 0.222  -0.48
3 C 1.508 -0.903 0.724  -0.48
4 C -2.190 -1.692 -0.145  -0.53
5 C 0.480 -1.449 -0.309  -0.64
6 C -1.670 -0.532 0.685  0.36
7 C -0.828 -1.292 -0.142  0.52
8 C -2.007 0.625 1.414  -0.74
9 C 1.217 0.693 -2.057  -0.90
10 N 0.776 1.667 -1.085  -0.12
11 H 1.767 0.867 1.979  0.25
12 H 1.125 2.493 0.813  0.59
13 H 2.475 -1.227 0.363  0.38
14 H 1.112 -1.378 1.604  0.38
15 H -2.398 -2.617 0.396  0.22
16 H -2.934 -1.606 -0.977  0.24
17 H 0.922 -2.375 -0.823  0.37
18 H -1.089 1.340 1.501  0.17
19 H -2.486 0.251 2.384  0.35
20 H -2.856 1.173 0.886  0.32
21 H 0.960 -0.320 -1.784  0.26
22 H 0.557 0.858 -2.885  0.41
23 H 2.313 0.691 -2.125  0.31
24 H 0.625 2.463 -1.587  0.23

- energy relative to the best compared isomer or geometry (same formula, charge and spin) (kJ/mol) = 584.3
- highest occupied orbital energy (alpha / beta) (eV) = -11.746 / -11.745
- net charge = +1
- E_LUMO (alpha / beta) (hartree) = -0.2190 / -0.2191
- gap between HOMO and LUMO (alpha / beta) (eV) = 5.786 / 5.784


3.
# C9H14N2O2S

The molecule C9H14N2O2S (ωB97M-V/def2-TZVPD, OMol25).

Last column: Mulliken charge in e.
Geometry (Å):
1 C 5.077 0.106 -0.681  -1.11
2 C 3.670 0.472 -1.130  -0.29
3 O 2.761 0.506 -0.027  -0.25
4 C 2.229 -0.657 0.360  0.59
5 O 2.475 -1.717 -0.149  -0.57
6 C 1.249 -0.437 1.497  -0.92
7 C -0.008 0.138 0.917  0.15
8 C -0.234 1.454 0.681  -0.29
9 S -1.794 1.684 -0.038  -0.29
10 C -2.010 -0.075 0.029  0.71
11 N -3.108 -0.663 -0.477  0.04
12 C -4.253 0.112 -0.876  -0.97
13 C -3.318 -2.071 -0.241  -0.99
14 N -1.011 -0.705 0.551  -0.47
15 H 5.752 0.147 -1.531  0.37
16 H 5.085 -0.901 -0.272  0.31
17 H 5.422 0.801 0.081  0.29
18 H 3.306 -0.253 -1.865  0.33
19 H 3.639 1.479 -1.553  0.32
20 H 1.026 -1.396 1.961  0.31
21 H 1.684 0.258 2.214  0.32
22 H 0.401 2.292 0.873  0.47
23 H -4.823 -0.455 -1.611  0.28
24 H -3.927 1.048 -1.329  0.36
25 H -4.905 0.344 -0.026  0.33
26 H -4.036 -2.233 0.568  0.31
27 H -3.698 -2.538 -1.151  0.32
28 H -2.365 -2.519 0.029  0.34

- energy relative to the best compared isomer or geometry (same formula, charge and spin) (kJ/mol) = 71.2
- highest occupied orbital energy (eV) = -7.713
- net charge = 0
- E_LUMO (hartree) = 0.0250
- structure (SMILES) = CCOC(=O)Cc1csc(N(C)C)n1
- gap between HOMO and LUMO (eV) = 8.394


4.
# C9H14N2O7

The molecule C9H14N2O7 (ωB97M-V/def2-TZVPD, OMol25).

Last column: Mulliken charge in e.
Geometry (Å):
1 N -3.695 -1.133 0.399  -0.64
2 C -2.362 -0.566 0.151  0.18
3 C -2.410 0.948 0.448  -0.40
4 C -3.328 1.746 -0.474  0.48
5 O -3.003 2.820 -0.916  -0.58
6 O -4.512 1.193 -0.754  -0.54
7 C -1.319 -1.238 1.029  0.20
8 O -1.636 -1.751 2.082  -0.64
9 N 0.000 -1.286 0.606  -0.24
10 C 0.632 -0.426 -0.387  0.60
11 C 1.461 0.726 0.193  -0.92
12 C 2.697 0.269 1.005  -0.61
13 C 3.962 1.043 0.630  0.26
14 O 4.610 1.677 1.419  -0.57
15 O 4.302 0.989 -0.664  -0.46
16 C 1.507 -1.285 -1.335  0.22
17 O 2.494 -0.845 -1.885  -0.63
18 O 1.085 -2.523 -1.529  -0.53
19 H -3.766 -1.320 1.402  0.27
20 H -3.800 -2.035 -0.097  0.27
21 H -2.166 -0.692 -0.919  0.44
22 H -2.759 1.069 1.473  0.39
23 H -1.435 1.389 0.399  -0.02
24 H -4.553 0.288 -0.334  0.48
25 H 0.608 -1.621 1.392  0.20
26 H -0.153 0.003 -1.017  0.24
27 H 1.756 1.384 -0.625  0.51
28 H 0.802 1.346 0.842  0.37
29 H 2.916 -0.789 0.841  0.38
30 H 2.548 0.416 2.096  0.36
31 H 3.746 0.417 -1.170  0.47
32 H 0.338 -2.708 -0.893  0.42

- energy relative to the best compared isomer or geometry (same formula, charge and spin) (kJ/mol) = 53.2
- highest occupied orbital energy (eV) = -10.492
- net charge = 0
- E_LUMO (hartree) = -0.0068
- structure (SMILES) = N[C@@H](CC(=O)O)C(=O)N[C@@H](CCC(=O)O)C(=O)O
- gap between HOMO and LUMO (eV) = 10.308